Molecular formula: C4H4O6Yb
Method: DFT, ωB97M-V/def2-TZVPD

Geometry as XYZ:
```
15
Properties=species:S:1:pos:R:3:lowdin_charge:R:1
O -1.678 0.049 1.034 0.070
C -1.725 0.602 -0.144 -0.586
O -1.381 1.777 -0.312 -0.046
O -1.622 -0.282 -1.098 0.103
Yb 0.430 3.174 0.266 1.688
O 2.800 0.341 -1.354 0.192
C 2.726 1.149 -0.397 -0.891
C -1.094 -1.275 1.015 -0.068
O 3.599 2.060 -0.410 0.120
O 1.647 1.268 0.301 -0.188
C -0.709 -1.468 -0.455 0.056
H -1.850 -1.982 1.365 0.142
H -0.244 -1.294 1.704 0.142
H -1.223 -2.323 -0.910 0.128
H 0.323 -1.795 -0.604 0.138
```

- Molecular weight: 321.110 u
- Multiplicity: 2
- LUMO (spin up / spin down): -0.1991 / -0.1988 hartree
- Orbital gap (spin up / spin down): 8.481 / 8.277 eV
- Charge: +1

Molecular formula: C4H4ORh
Method: DFT, ωB97M-V/def2-TZVPD

Geometry as XYZ:
```
10
Properties=species:S:1:pos:R:3:lowdin_charge:R:1
O 1.849 -0.198 0.616 -0.312
C 0.584 0.028 0.814 -0.159
C -0.209 0.813 0.034 -0.001
C -1.587 0.506 -0.179 -0.036
C -2.807 0.439 -0.168 0.248
H 0.090 -0.566 1.601 0.161
H 0.267 1.522 -0.650 0.143
H -3.845 0.343 0.102 0.080
Rh 3.022 -1.113 -0.323 0.911
H 2.636 -1.773 -1.848 -0.036
```

- Molecular weight: 170.981 u
- Multiplicity: 5
- LUMO (spin up / spin down): -0.1614 / -0.2813 hartree
- Orbital gap (spin up / spin down): 8.800 / 7.074 eV
- Charge: +1

Molecular formula: C4H4OS
Method: DFT, ωB97M-V/def2-TZVPD

Geometry as XYZ:
```
10
Properties=species:S:1:pos:R:3:lowdin_charge:R:1
C 0.105 0.427 0.387 -0.029
C 0.310 -1.010 0.897 -0.559
O 0.632 -1.254 2.055 0.020
C 0.118 -1.930 -0.167 -0.070
C 0.136 -3.457 0.287 -0.539
S 0.504 -4.768 0.978 0.867
H -0.561 1.022 1.113 0.117
H 1.018 1.070 0.602 0.102
H -0.048 0.414 -0.613 0.016
H 0.026 -1.894 -1.247 0.077
```

- Molecular weight: 100.142 u
- LUMO (spin up / spin down): -0.0341 / -0.0341 hartree
- Orbital gap (spin up / spin down): 7.753 / 7.752 eV
- SMILES: CC(=O)C=C=S
- Charge: 0